A structure of composition C18H34AuBN7O3PS2, computed with ωB97M-V/def2-TZVPD.

LUMO energy (spin up / spin down) = -4.3 / -8.3 eV
energy relative to the best compared isomer or geometry (same formula, charge and spin) = 0.0 kcal per mole
Kohn-Sham gap (spin up / spin down) = 9.287 / 5.940 eV

```
! wB97M-V def2-TZVPD RIJCOSX def2/J DEFGRID3
* xyz 2 3
Au 0.458 1.222 -0.125
C -1.483 -1.043 3.711
N -0.346 -1.725 3.084
C -0.169 -3.068 3.049
C 1.034 -3.289 2.433
N 1.583 -2.092 2.108
B 3.046 -1.952 1.493
N 2.919 -2.192 -0.079
C 2.960 -3.408 -0.655
C 2.947 -3.249 -2.025
N 2.897 -1.926 -2.263
C 2.918 -1.302 -3.592
C 2.902 -1.248 -1.069
S 2.927 0.410 -0.898
C 0.738 -1.111 2.523
S 0.951 0.559 2.426
H -2.301 -1.753 3.788
H -1.773 -0.199 3.091
H -1.206 -0.690 4.701
H -0.879 -3.758 3.473
H 1.538 -4.220 2.236
H 3.477 -0.861 1.703
H 3.696 -2.866 1.926
H 3.020 -4.314 -0.076
H 2.990 -3.981 -2.815
H 2.777 -2.087 -4.329
H 3.872 -0.809 -3.752
H 2.113 -0.577 -3.659
C 1.878 4.387 -2.000
O 1.055 4.312 -0.806
P 1.334 3.302 0.357
O 0.673 3.923 1.636
C -0.754 3.952 1.865
O 2.871 3.436 0.610
C 3.546 2.876 1.773
H 1.542 5.260 -2.547
H 1.734 3.489 -2.601
H 2.921 4.498 -1.718
H -0.895 4.005 2.939
H -1.229 3.051 1.472
H -1.165 4.837 1.386
H 4.437 3.474 1.920
H 3.802 1.839 1.573
H 2.904 2.951 2.648
C -4.701 0.960 -2.010
C -3.772 2.075 -1.584
N -2.478 1.511 -1.173
C -2.238 0.209 -0.894
N -0.976 -0.188 -0.715
C -0.671 -1.621 -0.593
C -1.805 -2.503 -1.067
C -3.087 -2.019 -0.433
N -3.292 -0.618 -0.789
C -4.664 -0.122 -0.954
H -4.383 0.549 -2.970
H -5.715 1.340 -2.125
H -4.206 2.645 -0.761
H -3.587 2.765 -2.405
H -1.653 2.046 -1.387
H -0.425 -1.865 0.443
H 0.227 -1.822 -1.185
H -1.613 -3.542 -0.801
H -1.901 -2.450 -2.154
H -3.051 -2.132 0.658
H -3.949 -2.578 -0.790
H -5.033 0.266 0.001
H -5.288 -0.970 -1.227
*
```

The Mulliken scheme yields these atomic charges, measured in e: number 1, Au, carries 0.702; number 2, C, carries -0.841; number 3, N, carries 0.385; number 4, C, carries -0.501; number 5, C, carries -0.347; number 6, N, carries 0.440; number 7, B, carries -0.148; number 8, N, carries 0.414; number 9, C, carries -0.271; number 10, C, carries -0.450; number 11, N, carries 0.315; number 12, C, carries -0.802; number 13, C, carries -0.634; number 14, S, carries -0.097; number 15, C, carries -0.711; number 16, S, carries -0.049; number 17, H, carries 0.358; number 18, H, carries 0.300; number 19, H, carries 0.343; number 20, H, carries 0.524; number 21, H, carries 0.492; number 22, H, carries -0.074; number 23, H, carries -0.085; number 24, H, carries 0.499; number 25, H, carries 0.496; number 26, H, carries 0.337; number 27, H, carries 0.363; number 28, H, carries 0.297; number 29, C, carries -0.626; number 30, O, carries -0.328; number 31, P, carries 0.444; number 32, O, carries -0.287; number 33, C, carries -0.499; number 34, O, carries -0.406; number 35, C, carries -0.528; number 36, H, carries 0.280; number 37, H, carries 0.256; number 38, H, carries 0.307; number 39, H, carries 0.252; number 40, H, carries 0.166; number 41, H, carries 0.274; number 42, H, carries 0.274; number 43, H, carries 0.172; number 44, H, carries 0.306; number 45, C, carries -0.669; number 46, C, carries -0.666; number 47, N, carries 0.009; number 48, C, carries 0.664; number 49, N, carries -0.279; number 50, C, carries 0.891; number 51, C, carries -0.700; number 52, C, carries -0.671; number 53, N, carries 0.125; number 54, C, carries -0.550; number 55, H, carries 0.285; number 56, H, carries 0.374; number 57, H, carries 0.332; number 58, H, carries 0.376; number 59, H, carries -0.091; number 60, H, carries -0.472; number 61, H, carries -0.268; number 62, H, carries 0.432; number 63, H, carries 0.292; number 64, H, carries 0.152; number 65, H, carries 0.484; number 66, H, carries 0.261; number 67, H, carries 0.383



A structure of composition C18H34B2N2NaO17PSi2 at a distorted geometry, computed with ωB97M-V/def2-TZVPD.

LUMO energy = -3.3 eV
Kohn-Sham gap = 4.718 eV

```
! wB97M-V def2-TZVPD RIJCOSX def2/J DEFGRID3
* xyz 0 1
C -3.891 3.594 0.294
C -5.169 3.286 -0.655
C -4.841 2.111 -1.693
C -4.386 2.608 -3.154
C -2.996 1.857 -3.496
C -3.173 0.334 -3.963
C -1.860 -0.471 -3.475
C -2.185 -1.872 -2.762
C -3.065 -1.753 -1.433
C -2.393 -0.907 -0.251
Si -0.634 -1.451 0.238
C -0.345 -3.339 0.261
B -0.422 -3.810 1.823
O -1.644 -3.711 2.584
O 0.691 -4.383 2.549
O 0.479 -0.565 -0.743
Si 1.324 0.630 0.149
C 2.069 1.988 -0.994
P 2.650 1.345 -2.657
O 1.707 0.359 -3.328
O 4.141 0.580 -2.393
O 2.824 2.683 -3.707
O 0.369 1.453 1.352
C 1.271 2.186 2.150
N 2.008 2.761 2.856
H -3.078 4.157 -0.280
H -4.254 4.229 1.169
H -3.508 2.598 0.718
H -6.060 2.968 -0.017
H -5.415 4.262 -1.187
H -4.019 1.460 -1.212
H -5.740 1.420 -1.845
H -5.145 2.276 -3.939
H -4.299 3.750 -3.237
H -2.422 2.459 -4.279
H -2.368 1.918 -2.531
H -4.157 -0.146 -3.644
H -3.193 0.351 -5.116
H -1.284 -0.735 -4.439
H -1.137 0.183 -2.860
H -2.825 -2.467 -3.518
H -1.218 -2.466 -2.644
H -4.023 -1.182 -1.732
H -3.445 -2.779 -1.067
H -3.060 -1.016 0.686
H -2.363 0.223 -0.469
H -0.404 -0.985 1.631
H -1.095 -3.945 -0.348
H 0.707 -3.657 -0.096
H -2.392 -3.481 1.990
H 1.436 -4.464 1.914
H 2.429 -0.038 0.838
H 1.272 2.813 -1.122
H 2.920 2.491 -0.398
H 4.675 0.839 -3.191
H 2.025 3.263 -3.648
B 7.245 1.633 1.548
O 6.508 0.570 0.840
C 5.960 1.124 -0.242
O 5.281 0.528 -1.051
C 6.308 2.555 -0.291
O 5.968 3.338 -1.144
O 7.065 2.866 0.758
O 6.733 1.804 2.919
C 7.752 1.584 3.752
O 7.674 1.643 4.953
C 8.961 1.263 2.974
O 10.050 1.012 3.425
O 8.673 1.289 1.672
C -1.656 -5.174 5.519
N -3.111 -4.990 5.769
O -3.715 -4.248 5.019
O -3.584 -5.599 6.710
H -1.368 -4.575 4.653
H -1.125 -4.842 6.414
H -1.488 -6.236 5.328
Na 0.838 -5.326 4.944
*
```

The Mulliken scheme yields these atomic charges, measured in e: number 1, C, carries -0.789; number 2, C, carries -0.684; number 3, C, carries 0.604; number 4, C, carries -0.919; number 5, C, carries -0.338; number 6, C, carries -0.686; number 7, C, carries 0.041; number 8, C, carries -0.732; number 9, C, carries -0.597; number 10, C, carries 0.436; number 11, Si, carries -0.073; number 12, C, carries -0.592; number 13, B, carries 0.451; number 14, O, carries -0.618; number 15, O, carries -0.293; number 16, O, carries 0.401; number 17, Si, carries -0.158; number 18, C, carries -0.511; number 19, P, carries 0.780; number 20, O, carries -0.631; number 21, O, carries -0.266; number 22, O, carries -0.541; number 23, O, carries -0.261; number 24, C, carries 0.426; number 25, N, carries -0.486; number 26, H, carries 0.221; number 27, H, carries 0.373; number 28, H, carries 0.135; number 29, H, carries 0.304; number 30, H, carries 0.296; number 31, H, carries -0.634; number 32, H, carries 0.335; number 33, H, carries 0.290; number 34, H, carries 0.378; number 35, H, carries 0.415; number 36, H, carries 0.068; number 37, H, carries 0.354; number 38, H, carries 0.309; number 39, H, carries 0.407; number 40, H, carries -0.233; number 41, H, carries 0.392; number 42, H, carries 0.184; number 43, H, carries 0.359; number 44, H, carries 0.281; number 45, H, carries 0.564; number 46, H, carries -0.618; number 47, H, carries -0.247; number 48, H, carries 0.282; number 49, H, carries 0.243; number 50, H, carries 0.267; number 51, H, carries 0.237; number 52, H, carries -0.165; number 53, H, carries 0.419; number 54, H, carries 0.278; number 55, H, carries 0.293; number 56, H, carries 0.309; number 57, B, carries 1.124; number 58, O, carries -0.563; number 59, C, carries 0.621; number 60, O, carries -0.685; number 61, C, carries 0.631; number 62, O, carries -0.632; number 63, O, carries -0.548; number 64, O, carries -0.479; number 65, C, carries 0.592; number 66, O, carries -0.614; number 67, C, carries 0.575; number 68, O, carries -0.601; number 69, O, carries -0.490; number 70, C, carries -0.915; number 71, N, carries 0.946; number 72, O, carries -0.474; number 73, O, carries -0.534; number 74, H, carries 0.212; number 75, H, carries 0.435; number 76, H, carries 0.396; number 77, Na, carries 0.942



A cluster of 2 separate species, C18H34F7NOP in total, computed with ωB97M-V/def2-TZVPD.

LUMO energy = -2.2 eV
Kohn-Sham gap = 9.704 eV

```
! wB97M-V def2-TZVPD RIJCOSX def2/J DEFGRID3
* xyz 1 1
C 7.582 0.594 0.613
C 8.290 0.429 -0.729
C 7.476 -0.256 -1.840
C 6.559 -1.372 -1.398
O 5.390 -0.798 -0.765
P 4.447 -1.792 0.106
C 2.785 -1.475 -0.720
F 1.890 -2.193 0.031
F 2.786 -2.002 -1.965
C 2.151 -0.069 -0.832
F 1.811 0.347 0.403
F 1.012 -0.184 -1.550
C 2.990 1.056 -1.487
F 3.568 0.625 -2.604
F 2.181 2.079 -1.789
F 3.919 1.493 -0.643
H 6.645 1.141 0.503
H 8.214 1.145 1.310
H 7.350 -0.367 1.077
H 9.225 -0.118 -0.584
H 8.579 1.420 -1.083
H 8.170 -0.701 -2.558
H 6.887 0.475 -2.398
H 6.232 -1.963 -2.256
H 7.062 -2.043 -0.694
H 4.120 -0.911 1.169
C -3.038 1.704 3.150
C -2.235 0.842 2.181
C -2.348 1.290 0.724
C -3.720 1.356 0.072
N -4.460 0.059 -0.199
C -5.180 -0.446 1.026
C -6.376 0.485 1.198
C -6.696 1.009 -0.219
C -5.626 0.388 -1.113
C -3.571 -0.978 -0.862
C -2.797 -1.942 0.054
C -1.281 -1.888 -0.128
H -4.111 1.675 2.941
H -2.902 1.365 4.176
H -2.721 2.747 3.099
H -2.510 -0.209 2.300
H -1.178 0.890 2.450
H -1.667 0.720 0.092
H -1.986 2.321 0.667
H -3.602 1.819 -0.907
H -4.400 1.980 0.649
H -5.487 -1.467 0.800
H -4.512 -0.453 1.879
H -6.131 1.307 1.868
H -7.209 -0.049 1.649
H -6.670 2.096 -0.255
H -7.682 0.702 -0.559
H -5.275 1.024 -1.921
H -5.969 -0.556 -1.530
H -2.899 -0.419 -1.513
H -4.235 -1.553 -1.501
H -3.143 -2.950 -0.174
H -3.044 -1.784 1.102
H -1.007 -1.829 -1.182
H -0.812 -2.782 0.280
H -0.840 -1.037 0.387
*
```

The Mulliken scheme yields these atomic charges, measured in e: number 1, C, carries -0.897; number 2, C, carries -0.437; number 3, C, carries -0.566; number 4, C, carries -0.675; number 5, O, carries -0.076; number 6, P, carries -0.322; number 7, C, carries 0.679; number 8, F, carries -0.243; number 9, F, carries -0.288; number 10, C, carries 0.725; number 11, F, carries -0.316; number 12, F, carries -0.326; number 13, C, carries 0.634; number 14, F, carries -0.233; number 15, F, carries -0.266; number 16, F, carries -0.222; number 17, H, carries 0.128; number 18, H, carries 0.402; number 19, H, carries 0.205; number 20, H, carries 0.313; number 21, H, carries 0.291; number 22, H, carries 0.367; number 23, H, carries 0.260; number 24, H, carries 0.392; number 25, H, carries 0.457; number 26, H, carries 0.037; number 27, C, carries -1.428; number 28, C, carries -0.178; number 29, C, carries -0.128; number 30, C, carries -1.131; number 31, N, carries 0.284; number 32, C, carries -0.653; number 33, C, carries -0.706; number 34, C, carries -0.660; number 35, C, carries -0.677; number 36, C, carries -0.826; number 37, C, carries -0.490; number 38, C, carries -1.326; number 39, H, carries 0.203; number 40, H, carries 0.407; number 41, H, carries 0.397; number 42, H, carries 0.059; number 43, H, carries 0.540; number 44, H, carries -0.261; number 45, H, carries 0.629; number 46, H, carries 0.376; number 47, H, carries 0.546; number 48, H, carries 0.542; number 49, H, carries 0.431; number 50, H, carries 0.116; number 51, H, carries 0.526; number 52, H, carries 0.334; number 53, H, carries 0.347; number 54, H, carries 0.472; number 55, H, carries 0.476; number 56, H, carries 0.644; number 57, H, carries 0.308; number 58, H, carries 0.548; number 59, H, carries 0.319; number 60, H, carries 0.373; number 61, H, carries 0.481; number 62, H, carries 0.082



An isolated molecule of C18H34N2O6, computed with ωB97M-V/def2-TZVPD.

LUMO energy = 0.7 eV
energy relative to the best compared isomer or geometry (same formula, charge and spin) = 6.2 kcal per mole
Kohn-Sham gap = 9.936 eV

```
! wB97M-V def2-TZVPD RIJCOSX def2/J DEFGRID3
* xyz 0 1
C 1.784 1.799 1.826
H 2.335 0.863 1.872
H 0.736 1.577 1.639
H 1.881 2.317 2.777
C 2.321 2.674 0.694
C 1.578 4.010 0.660
H 1.761 4.562 1.578
H 1.917 4.604 -0.185
H 0.511 3.834 0.555
C 3.827 2.901 0.824
H 4.351 1.950 0.796
H 4.042 3.399 1.766
H 4.184 3.521 0.005
O 2.001 2.065 -0.576
C 2.438 0.827 -0.873
O 3.270 0.190 -0.269
N 1.816 0.406 -1.996
H 1.116 1.021 -2.379
C 2.011 -0.882 -2.615
C 0.714 -1.707 -2.655
C 0.646 -2.835 -1.626
C 0.722 -2.364 -0.166
C 2.152 -2.453 0.335
O 3.012 -3.137 -0.154
O 2.365 -1.707 1.419
H 3.315 -1.677 1.612
H 0.408 -1.321 -0.084
C -0.201 -3.236 0.708
C -0.232 -2.895 2.198
H -0.948 -3.564 2.683
H 0.745 -3.071 2.647
C -0.623 -1.443 2.488
N -1.887 -1.076 1.897
C -1.998 -0.204 0.872
O -1.075 0.426 0.408
O -3.283 -0.144 0.471
C -3.677 0.765 -0.583
C -2.946 0.422 -1.882
H -3.101 -0.626 -2.133
H -3.326 1.040 -2.691
H -1.882 0.605 -1.766
C -3.400 2.210 -0.168
H -3.776 2.889 -0.928
H -3.894 2.428 0.777
H -2.331 2.367 -0.051
C -5.180 0.530 -0.736
H -5.370 -0.506 -1.005
H -5.581 1.177 -1.511
H -5.687 0.741 0.201
H -2.716 -1.576 2.174
H -0.678 -1.294 3.572
H 0.130 -0.767 2.083
H -1.214 -3.140 0.308
H 0.103 -4.280 0.597
H -0.292 -3.373 -1.783
H 1.464 -3.536 -1.802
H -0.132 -1.033 -2.503
H 0.605 -2.152 -3.646
H 2.384 -0.726 -3.634
H 2.784 -1.397 -2.043
*
```

The Mulliken scheme yields these atomic charges, measured in e: number 1, C, carries -1.286; number 2, H, carries 0.227; number 3, H, carries 0.098; number 4, H, carries 0.557; number 5, C, carries 1.782; number 6, C, carries -1.683; number 7, H, carries 0.412; number 8, H, carries 0.415; number 9, H, carries 0.285; number 10, C, carries -1.732; number 11, H, carries 0.339; number 12, H, carries 0.451; number 13, H, carries 0.377; number 14, O, carries -0.503; number 15, C, carries 0.716; number 16, O, carries -0.663; number 17, N, carries -0.129; number 18, H, carries 0.234; number 19, C, carries -0.897; number 20, C, carries -0.210; number 21, C, carries -1.328; number 22, C, carries 2.727; number 23, C, carries -0.133; number 24, O, carries -0.647; number 25, O, carries -0.320; number 26, H, carries 0.378; number 27, H, carries -0.876; number 28, C, carries -1.498; number 29, C, carries -0.998; number 30, H, carries 0.465; number 31, H, carries 0.364; number 32, C, carries 0.105; number 33, N, carries -0.063; number 34, C, carries 0.439; number 35, O, carries -0.407; number 36, O, carries -0.582; number 37, C, carries 1.817; number 38, C, carries -1.325; number 39, H, carries 0.353; number 40, H, carries 0.519; number 41, H, carries 0.029; number 42, C, carries -1.439; number 43, H, carries 0.480; number 44, H, carries 0.367; number 45, H, carries 0.101; number 46, C, carries -1.839; number 47, H, carries 0.418; number 48, H, carries 0.404; number 49, H, carries 0.422; number 50, H, carries 0.274; number 51, H, carries 0.356; number 52, H, carries -0.380; number 53, H, carries 0.465; number 54, H, carries 0.463; number 55, H, carries 0.570; number 56, H, carries 0.361; number 57, H, carries -0.113; number 58, H, carries 0.481; number 59, H, carries 0.377; number 60, H, carries 0.423



Record-wise calculated total energy values, in eV: -71108.7978 -87822.6431 -51060.7563 -34486.0844